This record from the OMol25 dataset describes 8 unconnected molecules or ions with the total composition C39H46FN7O2PS. The level of theory is ωB97M-V/def2-TZVPD.

The total charge is +1. For the HOMO-LUMO gap, the calculation gives 7.185 eV. The value obtained for the HOMO energy is -11.05 eV. The value obtained for the total energy is -78546.680 eV. As for the multiplicity: 1.

Each line ends with the Löwdin charge.
CARTESIAN COORDINATES (ANGSTROEM)
C1 2.9226 -4.0179 -1.7786  -0.089
C2 1.6037 -4.5188 -2.3757  -0.239
C3 0.4000 -3.5359 -2.2420  -0.490
C4 0.7480 -2.0760 -1.8760  -0.115
P1 -0.7806 -4.1539 -1.0077  1.104
S1 -2.6327 -4.5790 -2.0294  0.425
O1 -2.3927 -5.6522 -2.8975  -0.242
O2 -3.6217 -4.7644 -1.0563  -0.244
F1 -2.9366 -3.2945 -2.7970  -0.115
H1 3.4890 -4.8909 -1.4716  0.079
H2 2.8032 -3.4069 -0.8928  0.076
H3 3.5271 -3.5350 -2.5352  0.083
H4 1.3538 -5.4334 -1.8418  0.079
H5 1.7567 -4.8262 -3.4008  0.117
H6 -0.0981 -3.5107 -3.2070  0.112
H7 1.6716 -1.7344 -2.3193  0.094
H8 -0.0647 -1.4503 -2.2230  0.068
H9 0.7393 -1.9579 -0.8020  0.047
H10 -0.3916 -5.3999 -0.4313  0.030
H11 -1.0605 -3.2083 -0.0095  0.047
N1 -0.6759 0.1243 -0.2927  0.037
C5 -0.1838 1.3080 0.0811  -0.144
C6 -0.9716 2.3994 0.4056  -0.082
C7 -2.3470 2.2596 0.3366  -0.087
C8 -2.8795 1.0419 -0.0489  -0.068
C9 -2.0030 0.0144 -0.3492  -0.164
H12 0.8985 1.3742 0.1186  0.109
H13 -0.5204 3.3347 0.7051  0.113
H14 -2.9951 3.0896 0.5818  0.117
H15 -3.9483 0.8926 -0.1158  0.111
H16 -2.3827 -0.9592 -0.6563  0.084
N2 -1.8395 3.0156 3.5811  0.049
C10 -0.6054 2.9288 4.0765  -0.160
C11 -0.1815 3.5932 5.2158  -0.076
C12 -1.0897 4.3995 5.8802  -0.071
C13 -2.3776 4.5040 5.3821  -0.068
C14 -2.6996 3.7938 4.2358  -0.157
H17 0.0757 2.2901 3.5217  0.097
H18 0.8322 3.4877 5.5715  0.081
H19 -0.7953 4.9382 6.7713  0.107
H20 -3.1178 5.1233 5.8696  0.103
H21 -3.6978 3.8464 3.8138  0.101
N3 2.4397 5.5555 5.9402  0.054
C15 2.8913 6.3413 4.9650  -0.156
C16 4.2275 6.6677 4.7948  -0.090
C17 5.1488 6.1541 5.6921  -0.074
C18 4.6982 5.3358 6.7155  -0.069
C19 3.3403 5.0674 6.7925  -0.155
H22 2.1364 6.7250 4.2865  0.111
H23 4.5361 7.3084 3.9805  0.106
H24 6.2015 6.3869 5.5950  0.109
H25 5.3831 4.9139 7.4380  0.102
H26 2.9454 4.4286 7.5757  0.104
N4 4.2890 6.0235 0.8714  0.057
C20 4.6432 5.1934 1.8501  -0.171
C21 5.8500 4.5115 1.8845  -0.071
C22 6.7398 4.6996 0.8396  -0.081
C23 6.3882 5.5584 -0.1890  -0.073
C24 5.1572 6.1936 -0.1238  -0.156
H27 3.9162 5.0744 2.6438  0.086
H28 6.0846 3.8522 2.7093  0.102
H29 7.6928 4.1862 0.8274  0.106
H30 7.0529 5.7342 -1.0233  0.102
H31 4.8438 6.8771 -0.9053  0.103
N5 -4.2239 -7.1374 -8.0368  0.060
C25 -3.0201 -7.1650 -7.4712  -0.152
C26 -2.7006 -6.4799 -6.3087  -0.073
C27 -3.6873 -5.7217 -5.7019  -0.092
C28 -4.9464 -5.6797 -6.2772  -0.065
C29 -5.1609 -6.4049 -7.4401  -0.148
H32 -2.2781 -7.7691 -7.9818  0.105
H33 -1.7040 -6.5408 -5.8918  0.097
H34 -3.4804 -5.1733 -4.8019  0.056
H35 -5.7460 -5.1002 -5.8364  0.102
H36 -6.1314 -6.4044 -7.9237  0.106
N6 -0.6756 -6.3945 1.4009  -0.003
C30 -1.8832 -6.0460 1.8521  -0.163
C31 -2.6416 -6.8302 2.7006  -0.047
C32 -2.1229 -8.0502 3.1026  -0.048
C33 -0.8730 -8.4316 2.6428  -0.049
C34 -0.1915 -7.5732 1.7988  -0.136
H37 -2.2588 -5.0843 1.5115  0.087
H38 -3.6124 -6.4951 3.0359  0.114
H39 -2.6855 -8.6947 3.7645  0.117
H40 -0.4342 -9.3754 2.9325  0.112
H41 0.7903 -7.8304 1.4194  0.110
N7 -3.4170 3.9058 -3.7983  0.056
C35 -2.9561 4.6996 -4.7618  -0.152
C36 -1.6170 5.0273 -4.9148  -0.070
C37 -0.7055 4.5032 -4.0141  -0.079
C38 -1.1674 3.6761 -3.0028  -0.070
C39 -2.5267 3.4100 -2.9414  -0.152
H42 -3.7041 5.0901 -5.4428  0.105
H43 -1.2996 5.6766 -5.7189  0.103
H44 0.3484 4.7361 -4.0980  0.106
H45 -0.4905 3.2467 -2.2771  0.085
H46 -2.9335 2.7681 -2.1713  0.078

***

This record from the OMol25 dataset describes 2 unconnected molecules or ions with the total composition C3H9NO2. The level of theory is ωB97M-V/def2-TZVPD.

As for the relative energy (zero: lowest compared OMol25 entry of this formula, charge and spin): 0.253 eV. The total charge is +1. The expectation value of S² is 0.771. For the HOMO-LUMO gap (alpha / beta), the calculation gives 11.934 / 6.701 eV. The value obtained for the HOMO energy (alpha / beta) is -15.39 / -15.38 eV. The value obtained for the total energy is -8833.259 eV. As for the multiplicity: 2.

Each line ends with the Löwdin spin population.
CARTESIAN COORDINATES (ANGSTROEM)
C1 -0.8298 1.4992 0.6216  -0.013
C2 -1.2814 0.1760 0.1274  -0.002
N1 -0.5760 -0.3756 -0.9858  0.614
C3 0.6380 0.1437 -1.5700  0.089
O1 -2.1521 -0.5186 0.5848  0.241
H1 -1.1164 2.2782 -0.0758  -0.003
H2 -1.2933 1.6799 1.5851  0.000
H3 0.2466 1.4848 0.7971  -0.003
H4 -0.9925 -1.1871 -1.4426  0.008
H5 0.6947 -0.1869 -2.5977  0.010
H6 1.4780 -0.3095 -1.0315  0.045
H7 0.5889 1.2175 -1.5128  0.013
H8 1.6276 -1.4204 2.3812  0.000
H9 1.5707 -2.7156 1.6085  0.000
O2 1.3972 -1.7657 1.5105  0.001

***

This record from the OMol25 dataset describes 15 unconnected molecules or ions with the total composition C26H53Cl28N2O2. The level of theory is ωB97M-V/def2-TZVPD.

As for the relative energy (zero: lowest compared OMol25 entry of this formula, charge and spin): 0.622 eV. The total charge is +1. For the HOMO-LUMO gap, the calculation gives 9.507 eV. The value obtained for the HOMO energy is -12.19 eV. The value obtained for the total energy is -385517.645 eV. As for the multiplicity: 1.

Each line ends with the Löwdin charge.
CARTESIAN COORDINATES (ANGSTROEM)
C1 2.7185 0.9038 -3.2321  -0.060
C2 1.6571 1.7194 -2.4634  -0.226
O1 0.6326 0.8255 -1.9777  -0.191
C3 -0.4761 0.8744 -2.8373  -0.210
C4 -1.5217 -0.1680 -2.5275  -0.062
N1 -2.2323 -0.0398 -1.2074  -0.003
C5 -1.3970 -0.4691 -0.0134  -0.037
C6 -0.9667 0.6835 0.8499  -0.321
C7 -0.1913 0.0999 2.0156  -0.233
C8 0.5550 1.2011 2.7676  -0.077
O2 -2.0957 1.3715 1.3904  -0.068
C9 -3.2221 1.3940 0.5463  -0.182
C10 -2.8852 1.2875 -0.9493  -0.213
C11 -4.2315 1.3712 -1.6824  -0.104
C12 -4.0809 1.6814 -3.1500  -0.247
N2 -4.0568 2.8355 -3.6486  0.145
H1 2.7057 1.0963 -4.2992  0.074
H2 3.7024 1.1311 -2.8337  0.066
H3 2.5406 -0.1446 -3.0249  0.064
H4 2.1526 2.1818 -1.6186  0.113
H5 1.2252 2.4872 -3.0983  0.116
H6 -0.9370 1.8665 -2.8997  0.128
H7 -0.1373 0.6483 -3.8545  0.144
H8 -1.0228 -1.1342 -2.5071  0.146
H9 -2.2178 -0.2130 -3.3539  0.114
H10 -2.9932 -0.7187 -1.2408  0.183
H11 -0.5356 -1.0341 -0.3457  0.122
H12 -1.9969 -1.1619 0.5716  0.139
H13 -0.3483 1.4096 0.3226  0.155
H14 -0.8478 -0.4961 2.6498  0.049
H15 0.5410 -0.5882 1.5989  0.034
H16 1.4482 1.4639 2.2034  0.070
H17 0.8887 0.8483 3.7343  0.028
H18 -0.0921 2.0662 2.8804  0.080
H19 -3.6729 2.3790 0.6602  0.049
H20 -3.9978 0.6734 0.8304  0.146
H21 -2.2444 2.1308 -1.1776  0.166
H22 -4.7831 2.1929 -1.2302  0.125
H23 -4.8056 0.4667 -1.4803  0.134
H24 -3.9980 0.8252 -3.8178  0.096
H25 -4.1671 3.4908 -2.8646  0.073
C13 3.6224 -1.7870 1.0811  -0.960
Cl1 3.2053 -1.6289 2.7952  0.580
Cl2 2.6722 -0.6769 0.0787  0.600
H26 4.6715 -1.5555 0.9520  -0.049
H27 3.4202 -2.8057 0.7689  0.036
C14 5.0389 -3.1603 5.6124  -1.041
Cl3 6.3069 -4.1186 4.8398  0.503
Cl4 5.7065 -1.8818 6.6333  0.505
H28 4.4422 -2.7016 4.8343  -0.059
H29 4.4306 -3.8151 6.2256  0.028
C15 7.4954 0.6006 1.3425  -1.001
Cl5 6.6228 -0.6289 2.2653  0.556
Cl6 6.9218 0.6602 -0.3334  0.516
H30 7.3274 1.5668 1.8040  0.037
H31 8.5534 0.3634 1.3412  -0.064
C16 -4.6776 3.9191 -7.0994  -1.020
Cl7 -5.3468 3.1115 -8.5236  0.512
Cl8 -3.0262 4.4769 -7.3882  0.531
H32 -5.2976 4.7749 -6.8598  0.030
H33 -4.6676 3.2204 -6.2704  -0.015
C17 -9.0033 2.2310 -7.2625  -1.031
Cl9 -7.8919 1.9106 -5.9219  0.474
Cl10 -10.4809 3.0226 -6.7115  0.517
H34 -8.5041 2.8775 -7.9751  0.006
H35 -9.2643 1.2876 -7.7270  0.028
C18 -0.0156 -3.4483 2.1650  -1.020
Cl11 -1.4156 -2.9101 3.1026  0.556
Cl12 0.2074 -5.1954 2.2453  0.568
H36 -0.1587 -3.1633 1.1279  0.015
H37 0.8704 -2.9672 2.5647  -0.026
C19 7.4648 3.8737 -2.3901  -1.045
Cl13 5.8055 4.4901 -2.3580  0.493
Cl14 8.6381 5.1031 -1.9019  0.486
H38 7.5336 3.0357 -1.7079  -0.066
H39 7.6971 3.5572 -3.4003  0.032
C20 -0.4822 -7.9073 4.4477  -1.045
Cl15 0.7782 -8.7463 3.5288  0.513
Cl16 -0.5214 -8.4308 6.1326  0.522
H40 -0.2823 -6.8439 4.4189  -0.026
H41 -1.4419 -8.1233 3.9928  0.028
C21 11.2215 1.5570 -0.2829  -0.966
Cl17 9.9936 2.8132 -0.5009  0.525
Cl18 10.9802 0.6425 1.2148  0.555
H42 11.1676 0.8704 -1.1194  0.031
H43 12.1963 2.0282 -0.2457  0.029
C22 0.0675 0.2998 7.2429  -1.007
Cl19 -0.5769 -0.5242 5.8151  0.512
Cl20 1.7139 0.8779 6.9684  0.514
H44 -0.5678 1.1475 7.4702  0.026
H45 0.0759 -0.3988 8.0710  0.028
C23 -4.7546 3.2451 3.5800  -0.980
Cl21 -5.6458 2.0072 4.4640  0.502
Cl22 -5.3948 3.4645 1.9382  0.547
H46 -4.8361 4.1874 4.1088  0.031
H47 -3.7149 2.9431 3.5063  0.022
C24 -2.0987 1.0284 -8.4659  -1.038
Cl23 -2.4467 0.3386 -6.8698  0.468
Cl24 -0.4873 0.5775 -9.0267  0.521
H48 -2.8320 0.6602 -9.1732  0.028
H49 -2.1576 2.1078 -8.3940  -0.037
C25 3.6261 -8.5875 1.2700  -1.054
Cl25 4.9463 -9.5007 0.5343  0.515
Cl26 4.2236 -7.3154 2.3429  0.484
H50 3.0393 -8.1298 0.4823  0.023
H51 3.0132 -9.2683 1.8480  -0.017
C26 -8.6113 0.7632 6.5995  -1.011
Cl27 -7.3986 -0.1970 5.7382  0.467
Cl28 -7.8653 1.9665 7.6547  0.504
H52 -9.2290 1.2740 5.8703  0.027
H53 -9.2141 0.0958 7.2037  0.026

***

Among the records above, which one has the highest multiplicity? C3H9NO2